{
  "formula": "C29H82Cl4N12O5P4",
  "method": "ωB97M-V/def2-TZVPD",
  "elements": ["C", "N", "C", "P", "O", "N", "C", "C", "N", "C", "C", "H", "H", "H", "H", "H", "H", "H", "H", "H", "H", "H", "H", "H", "H", "H", "H", "H", "H", "C", "N", "C", "P", "O", "N", "C", "C", "N", "C", "C", "H", "H", "H", "H", "H", "H", "H", "H", "H", "H", "H", "H", "H", "H", "H", "H", "H", "H", "C", "N", "C", "P", "O", "N", "C", "C", "N", "C", "C", "H", "H", "H", "H", "H", "H", "H", "H", "H", "H", "H", "H", "H", "H", "H", "H", "H", "H", "C", "N", "C", "P", "O", "N", "C", "C", "N", "C", "C", "H", "H", "H", "H", "H", "H", "H", "H", "H", "H", "H", "H", "H", "H", "H", "H", "H", "H", "C", "C", "C", "O", "H", "H", "H", "H", "H", "H", "Cl", "C", "Cl", "H", "H", "Cl", "C", "Cl", "H", "H"],
  "positions_angstrom": [[4.807, -4.911, -1.540], [3.911, -3.979, -0.901], [2.749, -4.564, -0.232], [4.157, -2.305, -0.805], [2.980, -1.584, -0.293], [5.550, -2.005, 0.061], [5.473, -2.112, 1.508], [6.865, -2.403, -0.476], [4.617, -1.968, -2.381], [5.283, -0.760, -2.670], [3.718, -2.403, -3.407], [4.297, -5.361, -2.354], [5.147, -5.711, -0.940], [5.732, -4.460, -1.971], [2.199, -5.226, -0.965], [2.115, -3.777, 0.139], [3.044, -5.226, 0.597], [6.319, -1.638, 1.941], [4.565, -1.680, 1.930], [5.472, -3.169, 1.768], [6.992, -3.492, -0.493], [6.964, -1.959, -1.506], [7.615, -2.004, 0.222], [6.044, -1.026, -3.438], [4.498, -0.016, -3.074], [5.788, -0.337, -1.862], [2.970, -1.654, -3.705], [3.131, -3.252, -3.078], [4.292, -2.758, -4.280], [1.507, 4.918, -1.779], [1.281, 4.297, -0.509], [0.233, 3.252, -0.485], [2.329, 4.436, 0.759], [1.680, 4.657, 2.091], [3.346, 3.094, 0.682], [3.731, 2.509, -0.584], [4.007, 2.620, 1.894], [3.297, 5.726, 0.298], [4.757, 5.640, 0.225], [2.882, 7.150, 0.639], [1.866, 4.168, -2.462], [2.296, 5.676, -1.653], [0.557, 5.404, -2.102], [-0.539, 3.468, -1.239], [-0.189, 3.152, 0.482], [0.644, 2.259, -0.704], [3.616, 1.361, -0.610], [3.206, 2.926, -1.508], [4.813, 2.618, -0.725], [5.086, 2.577, 1.822], [3.715, 3.200, 2.801], [3.706, 1.565, 2.038], [5.049, 4.758, -0.300], [5.088, 6.425, -0.445], [5.227, 5.630, 1.261], [3.097, 7.489, 1.719], [1.837, 7.206, 0.472], [3.372, 7.744, -0.173], [-4.712, 0.210, 4.779], [-3.899, -0.812, 4.164], [-2.526, -0.370, 3.813], [-4.376, -2.445, 4.446], [-5.835, -2.568, 4.554], [-3.648, -3.259, 3.151], [-4.043, -2.727, 1.839], [-3.748, -4.750, 3.191], [-3.596, -2.951, 5.810], [-4.035, -4.087, 6.685], [-2.133, -2.911, 5.750], [-4.476, 0.240, 5.856], [-5.792, -0.009, 4.779], [-4.619, 1.197, 4.329], [-2.040, -1.183, 3.254], [-2.027, 0.076, 4.673], [-2.597, 0.466, 3.107], [-5.090, -3.042, 1.691], [-3.976, -1.646, 1.910], [-3.346, -3.085, 1.103], [-3.319, -5.070, 4.122], [-4.787, -5.193, 3.218], [-2.997, -5.179, 2.474], [-3.601, -4.965, 6.238], [-3.748, -3.924, 7.736], [-5.138, -3.991, 6.551], [-1.819, -2.217, 4.998], [-1.762, -3.855, 5.396], [-1.595, -2.643, 6.647], [-2.122, 2.241, -5.535], [-1.622, 1.860, -4.296], [-0.213, 2.092, -4.036], [-2.701, 1.393, -3.121], [-1.951, 1.462, -1.811], [-3.983, 2.397, -3.078], [-5.304, 2.062, -3.588], [-3.880, 3.787, -2.497], [-3.463, -0.030, -3.533], [-2.843, -1.037, -4.365], [-4.204, -0.516, -2.358], [-1.882, 1.637, -6.426], [-1.647, 3.171, -5.938], [-3.187, 2.414, -5.505], [0.282, 1.338, -3.459], [-0.027, 3.066, -3.532], [0.209, 2.123, -5.095], [-5.838, 2.975, -3.973], [-5.304, 1.463, -4.475], [-5.924, 1.557, -2.856], [-4.371, 3.842, -1.510], [-2.900, 4.129, -2.294], [-4.172, 4.481, -3.325], [-2.139, -0.539, -5.000], [-2.268, -1.800, -3.932], [-3.540, -1.640, -4.959], [-3.626, -1.017, -1.572], [-4.983, -1.152, -2.800], [-4.513, 0.331, -1.799], [-0.141, 0.198, 0.488], [-0.410, -1.051, 1.200], [0.554, -1.428, 2.353], [-1.304, -1.812, 0.870], [-0.942, 0.612, -0.065], [0.652, -0.082, -0.228], [0.244, 0.974, 1.132], [0.612, -2.492, 2.382], [0.300, -0.978, 3.296], [1.544, -1.070, 2.070], [-3.045, -3.897, -1.961], [-1.481, -3.362, -1.386], [-0.170, -4.099, -2.344], [-1.327, -2.292, -1.493], [-1.344, -3.706, -0.374], [-3.262, 3.002, 1.961], [-3.775, 1.621, 0.906], [-5.369, 1.888, 0.242], [-3.048, 1.650, 0.103], [-3.680, 0.746, 1.554]],
  "lowdin_charge": [-0.1234, -0.3022, -0.1176, 0.5348, -0.2802, -0.3087, -0.1054, -0.0959, -0.3307, -0.1489, -0.1181, 0.0664, 0.0677, 0.0864, 0.0698, 0.0483, 0.0803, 0.0672, 0.0767, 0.0831, 0.0707, 0.0767, 0.0852, 0.0994, 0.1150, 0.0445, 0.0889, 0.0619, 0.0965, -0.1338, -0.3022, -0.0860, 0.5132, -0.3058, -0.3113, -0.1251, -0.1071, -0.3279, -0.1159, -0.0869, 0.0519, 0.0752, 0.0993, 0.0659, 0.0549, 0.0607, 0.0914, 0.0885, 0.0637, 0.0674, 0.0908, 0.0772, 0.0409, 0.0732, 0.1085, 0.1096, 0.0500, 0.0832, -0.1270, -0.2907, -0.1181, 0.5173, -0.2814, -0.2895, -0.1144, -0.0961, -0.2960, -0.0760, -0.1201, 0.0845, 0.0797, 0.0691, 0.0524, 0.0935, 0.0354, 0.0964, 0.0541, 0.0427, 0.0308, 0.1058, 0.0998, 0.0552, 0.0862, 0.0864, 0.0290, 0.0710, 0.0849, -0.1676, -0.3164, -0.0820, 0.5356, -0.3084, -0.2922, -0.1308, -0.0627, -0.2697, -0.1010, -0.1175, 0.0841, 0.0958, 0.0721, 0.0680, 0.0694, 0.1053, 0.0989, 0.0661, 0.0605, 0.0597, 0.0465, 0.0959, 0.0640, 0.0321, 0.0946, 0.0686, 0.1036, -0.0015, -0.0232, -0.4533, 0.0059, 0.0057, 0.0306, 0.1067, 0.0857, 0.0709, 0.0704, 0.0640, 0.5614, -1.0356, 0.5173, 0.0154, 0.0070, 0.4971, -0.9800, 0.5885, -0.0214, -0.0014],
  "fmax_ev_per_a": 3.52,
  "smiles": "CN(C)P(=O)(N(C)C)N(C)C.CN(C)P(=O)(N(C)C)N(C)C.CN(C)P(=O)(N(C)C)N(C)C.CN(C)P(=O)(N(C)C)N(C)C.CC(C)=O.ClCCl.ClCCl",
  "e_homo_ev": -8.41,
  "spin_multiplicity": 1,
  "mol_weight_g_mol": 944.8,
  "total_charge": 0,
  "lumo_energy_ev": 0.415,
  "energy_ev": -146770.8602,
  "homo_lumo_gap_ev": 8.82
}